A cluster of 2 separate species, C26H33BN3O9S4 in total in a non-equilibrium geometry, computed with the ωB97M-V functional and the def2-TZVPD basis.

```
76
Properties=species:S:1:pos:R:3:forces:R:3
C 4.373858 1.334635 -0.447913 -0.21 0.43 0.24
C 3.250735 1.970551 0.413839 0.63 -0.45 -0.30
C 1.922149 1.199016 0.283972 0.23 -0.15 1.03
C 0.764018 1.929746 1.003978 0.74 0.79 -0.80
N -0.487315 1.994612 0.177633 -0.13 0.58 1.27
C -1.308307 0.823156 0.565835 -0.18 -0.60 -0.36
C -2.732543 0.784459 -0.023800 -0.19 -0.78 -0.12
C -2.914253 -0.261951 -1.165998 -0.63 0.14 1.01
C -2.839798 -1.759274 -0.658082 0.66 0.97 -0.39
C -1.547834 -2.419150 -1.148147 -0.41 -0.08 -0.48
C -1.350913 -2.618302 -2.580042 -0.01 -0.09 0.19
C -2.391645 -2.177760 -3.598589 -0.81 0.12 0.35
C -3.816003 -2.793618 -3.391682 -0.07 1.03 0.23
C -0.189347 -3.217074 -3.002699 0.07 -0.65 -0.49
S 0.096268 -3.527151 -4.757683 0.09 0.06 -0.14
C 0.840762 -3.615934 -2.091693 -0.04 0.06 -0.87
N 1.979480 -4.174293 -2.609986 0.03 0.06 1.08
C 2.864102 -4.465452 -1.706405 0.10 -0.01 -0.29
O 4.056894 -5.034118 -2.108715 -0.17 0.33 0.21
C 2.675643 -4.250676 -0.310501 0.54 -0.28 0.76
N 1.593388 -3.750338 0.222321 0.42 -0.13 -1.50
C 0.663929 -3.412336 -0.722877 -0.87 0.45 0.82
C -0.561628 -2.817084 -0.276084 -0.82 -0.18 0.62
S -0.718850 -2.584373 1.500579 0.49 -0.13 0.31
C -1.108391 3.245752 0.586510 -0.25 -0.50 -0.46
S -1.743458 3.518227 2.057174 0.00 0.12 -0.26
S -1.158033 4.548682 -0.608293 0.06 -0.17 0.09
C -0.649418 3.920960 -2.244589 -0.12 -0.52 -0.49
C -1.288556 2.593701 -2.693202 0.60 -0.51 -0.48
C -1.209004 2.379967 -4.234939 0.29 -0.24 1.24
H 4.442155 0.248909 -0.292651 -0.12 0.24 -0.08
H 4.188330 1.549767 -1.510040 0.14 -0.23 0.19
H 5.345660 1.765444 -0.164343 -0.23 -0.10 -0.21
H 3.616962 1.956568 1.453139 -0.44 0.09 -0.17
H 3.146674 3.028054 0.124459 -0.13 -0.26 0.07
H 1.691281 0.991132 -0.770944 -0.07 0.14 0.27
H 2.088396 0.244971 0.814865 -0.14 0.04 -0.51
H 0.556999 1.548772 2.015638 -0.01 -0.11 -0.35
H 1.092449 2.973144 1.150289 -0.09 -0.31 -0.05
H -0.762895 -0.057957 0.184230 -0.04 0.35 0.07
H -1.354223 0.671089 1.654951 0.07 0.40 -0.27
H -3.087929 1.748108 -0.412081 0.26 -0.05 0.33
H -3.405073 0.491155 0.799540 0.05 0.29 -0.29
H -2.170420 -0.023713 -1.933857 -0.26 -0.25 0.05
H -3.941033 -0.120335 -1.544772 0.46 0.12 -0.29
H -3.729715 -2.311601 -0.977515 0.35 0.12 -0.04
H -2.898669 -1.714974 0.434209 0.25 -0.15 -0.32
H -2.097613 -2.370892 -4.630478 0.32 -0.10 0.43
H -2.488135 -1.086077 -3.513545 0.03 -0.33 -0.12
H -4.251881 -3.126358 -4.340590 0.25 -0.27 0.30
H -3.844376 -3.557399 -2.607487 0.05 -0.16 -0.54
H -4.473798 -1.981942 -3.037509 0.04 -0.38 -0.09
H -0.082870 -4.868728 -4.868644 0.08 0.39 0.49
H 4.661935 -4.312017 -2.323849 0.01 -0.20 -0.11
H 3.493352 -4.526539 0.361944 -0.24 0.02 -0.19
H -1.971635 -2.997737 1.805236 0.23 0.07 -0.66
H 0.444534 3.854520 -2.346244 -0.29 -0.02 0.28
H -0.957968 4.699282 -2.963923 -0.03 0.03 0.52
H -2.308664 2.442786 -2.320322 0.16 0.39 -0.11
H -0.686651 1.780209 -2.263671 -0.35 0.25 0.10
H -1.695891 3.186083 -4.794926 0.13 -0.30 -0.06
H -0.137946 2.287926 -4.471698 -0.35 0.28 -0.34
H -1.649467 1.391987 -4.432389 -0.08 0.41 -0.31
B 1.243689 1.449063 6.102282 0.00 0.08 0.05
O 0.074202 2.314185 6.406652 0.36 -0.69 -0.49
C -0.906325 1.950032 5.591365 -0.87 1.46 1.00
O -1.998809 2.447441 5.569314 0.05 -0.18 -0.11
C -0.440139 0.837581 4.709973 0.37 -1.28 -1.12
O -1.096160 0.297592 3.858118 -0.01 0.03 0.18
O 0.816344 0.541129 5.001931 -0.19 0.54 0.42
O 2.410805 2.258535 5.694759 -0.09 -0.40 0.40
C 3.404725 2.006565 6.539907 0.40 0.80 -0.79
O 4.495205 2.501843 6.491202 -0.02 -0.11 0.12
C 2.925763 0.996423 7.564008 -0.35 -0.80 0.83
O 3.569446 0.549460 8.470888 0.08 0.11 -0.10
O 1.663447 0.681934 7.292657 0.26 0.37 -0.37
```
Forces are in eV/Å.

Its spin multiplicity is 1. As for the calculated total energy: -3469.8608 hartree. Its total charge is -1.

Results of the Löwdin charge analysis, in e, for atoms 1 through 6:
1 C -0.125
2 C -0.266
3 C -0.183
4 C -0.189
5 N -0.189
6 C -0.219

***

A structure of composition C26H33Br2IrN3S2, computed with the ωB97M-V functional and the def2-TZVPD basis.

```
67
Properties=species:S:1:pos:R:3:forces:R:3
Ir -0.673917 1.348583 -0.246271 0.09 -0.04 0.01
C -0.640958 4.305626 0.871506 0.01 -0.03 -0.01
N -1.542814 3.483906 0.031465 -0.05 0.04 -0.01
C -2.837735 3.262521 0.727167 0.03 -0.04 0.00
C -3.610363 2.125068 0.091868 0.02 0.01 -0.02
N -2.920741 0.834331 0.326162 -0.02 -0.02 0.02
C -3.447768 -0.221259 -0.565407 0.02 0.03 0.01
C -3.021046 0.420982 1.720696 -0.09 0.04 -0.10
C -4.257017 0.114948 2.272962 0.02 -0.01 0.02
C -4.356138 -0.285813 3.596866 -0.04 0.00 -0.03
C -3.216305 -0.384642 4.383242 0.01 -0.01 0.03
C -1.982768 -0.077889 3.844244 0.01 0.01 -0.02
C -1.876621 0.331039 2.511328 0.10 0.00 0.11
S -0.286577 0.757016 1.909433 -0.03 0.00 -0.03
C -1.750869 4.114248 -1.272095 0.02 -0.04 0.01
C -2.210512 5.420177 -1.350876 -0.01 -0.01 0.00
C -2.405876 6.026551 -2.583268 0.00 0.00 0.00
C -2.147016 5.328444 -3.754859 -0.01 0.00 -0.01
C -1.699772 4.023040 -3.689532 0.00 0.01 0.01
C -1.496876 3.406772 -2.451239 -0.01 -0.01 -0.03
S -0.948880 1.739908 -2.454995 0.00 0.05 0.01
H -1.097526 5.262510 1.129385 0.00 0.01 0.01
H 0.283945 4.481674 0.327327 0.01 0.01 0.01
H -0.422776 3.758013 1.786280 0.00 0.01 0.00
H -3.432300 4.179239 0.720151 -0.02 -0.01 0.00
H -2.610273 3.017951 1.766984 -0.01 0.03 0.00
H -3.674433 2.267736 -0.988693 -0.03 0.02 0.00
H -4.629364 2.100329 0.487517 0.00 0.00 -0.01
H -4.515447 -0.382791 -0.403079 -0.01 -0.02 -0.02
H -2.911823 -1.147795 -0.367940 -0.02 0.01 -0.01
H -3.283257 0.075156 -1.599419 -0.01 0.00 0.01
H -5.155108 0.184705 1.672915 0.00 0.00 -0.01
H -5.326606 -0.520899 4.011689 0.00 0.00 0.01
H -3.290539 -0.696533 5.415547 -0.01 0.00 0.01
H -1.087151 -0.141142 4.448067 0.01 0.00 0.00
H -2.421040 5.980308 -0.449292 0.00 0.00 0.01
H -2.762695 7.046401 -2.625383 0.00 0.00 0.00
H -2.298006 5.799877 -4.715934 0.00 0.00 0.00
H -1.502867 3.462890 -4.594044 0.00 0.00 -0.01
Br 2.275262 -0.210138 -2.272909 -0.02 -0.06 -0.01
C 2.699574 1.636378 -1.977903 0.02 0.02 -0.01
Br 2.477282 2.161682 -0.131957 -0.04 0.02 0.00
H 2.023317 2.237490 -2.571826 0.02 0.01 0.00
H 3.736416 1.800877 -2.240453 -0.01 0.00 0.01
C 5.219490 -5.949129 0.201225 0.00 0.00 0.00
N 4.130091 -5.956361 -0.818439 0.01 -0.02 -0.01
C 2.865390 -6.510598 -0.252010 0.01 -0.01 0.00
C 3.930148 -4.598270 -1.472255 0.00 0.00 -0.02
C 3.491483 -3.537685 -0.509160 0.00 0.02 -0.01
C 4.412957 -2.682453 0.105811 0.05 -0.01 0.00
C 3.984754 -1.702948 0.987742 -0.01 -0.02 0.01
C 2.632993 -1.545274 1.265842 -0.09 0.05 -0.04
C 1.682423 -2.359492 0.647955 0.07 -0.12 -0.07
C 2.171141 -3.314394 -0.199590 -0.02 0.01 0.00
H 5.358984 -6.963325 0.565635 0.01 0.00 0.01
H 4.922545 -5.293757 1.015255 0.00 -0.01 0.00
H 6.134634 -5.587052 -0.260321 0.00 0.00 0.00
H 4.423514 -6.582227 -1.569584 0.00 0.00 0.01
H 2.552082 -5.875028 0.570982 -0.01 -0.01 0.00
H 3.058201 -7.519889 0.101821 0.00 0.00 0.00
H 2.104977 -6.520767 -1.028370 -0.01 0.00 0.00
H 3.191909 -4.755290 -2.256918 0.01 0.01 0.00
H 4.885004 -4.341508 -1.929167 0.00 -0.01 0.00
H 5.468952 -2.780607 -0.122645 0.01 0.01 0.00
H 4.709229 -1.050303 1.454594 0.01 0.01 0.01
H 2.305271 -0.769127 1.944772 0.01 0.01 0.03
H 0.619801 -2.232002 0.811366 0.02 0.04 0.10
```
Forces are in eV/Å.

Its spin multiplicity is 6. Its relative energy (zero: lowest compared OMol25 entry of this formula, charge and spin) is 1.2 kcal/mol. As for the expectation value of S²: 8.7874. Its total charge is +2.

Results of the natural (NBO) charge analysis, in e, for atoms 1 through 6:
1 Ir 0.690
2 C -0.417
3 N -0.491
4 C -0.243
5 C -0.244
6 N -0.488

***

A structure of composition C26H33BrN3O2RuS, computed with the ωB97M-V functional and the def2-TZVPD basis.

```
67
Properties=species:S:1:pos:R:3:forces:R:3
Ru 0.557536 -1.027544 -0.523195 -0.92 -0.26 -0.31
Br -6.945919 -0.857677 0.146367 0.03 0.00 -0.01
C -5.078817 -1.210435 0.105441 -0.06 -0.12 0.02
C -4.622737 -2.516098 0.244530 0.04 -0.02 -0.02
C -3.259461 -2.741556 0.220053 0.05 -0.11 0.01
C -2.323792 -1.712734 0.061796 0.23 -0.16 -0.12
O -1.032460 -2.054937 0.116037 -0.08 0.18 0.21
C -2.799358 -0.383081 -0.096735 0.13 0.27 -0.01
C -1.998801 0.807977 -0.267012 -0.25 0.03 0.03
N -0.689191 0.836532 -0.426902 0.21 -0.35 -0.05
C 0.063880 1.947341 -0.613753 -0.17 0.16 0.02
C -0.405759 3.273527 -0.585511 -0.03 -0.05 0.00
C 0.468443 4.334307 -0.793158 0.19 0.00 -0.05
C 1.814601 4.138491 -1.041013 -0.11 0.06 0.03
C 2.332118 2.824121 -1.091285 -0.07 -0.03 0.01
C 3.682317 2.524004 -1.339243 0.09 -0.01 -0.02
C 4.110840 1.216629 -1.392519 0.09 0.10 -0.04
C 3.192960 0.196037 -1.195218 -0.21 0.16 0.01
N 1.908140 0.450977 -0.944774 0.55 0.23 -0.04
C 1.453420 1.728674 -0.881887 0.05 -0.01 -0.02
C -4.194615 -0.177852 -0.058945 -0.02 0.14 -0.03
H -5.318006 -3.335638 0.364181 0.01 0.02 0.01
H -2.866151 -3.745975 0.326630 -0.04 0.02 0.00
H -2.554152 1.743163 -0.289444 -0.01 -0.02 -0.01
H -1.451183 3.471209 -0.389781 0.06 0.02 0.00
H 0.080733 5.345455 -0.760115 0.00 -0.01 0.01
H 2.480987 4.976455 -1.199215 -0.01 -0.02 0.00
H 4.382540 3.338104 -1.488764 -0.03 -0.03 0.00
H 5.146833 0.972417 -1.584429 -0.03 0.00 0.01
H 3.481142 -0.844067 -1.241318 0.03 -0.07 0.02
H -4.571022 0.832749 -0.167027 0.03 -0.02 0.00
C 3.001031 -1.819152 4.300432 0.01 0.03 -0.05
C 1.637448 -2.388664 3.915681 0.00 0.00 0.04
C 1.325661 -2.343436 2.424046 0.03 0.02 0.03
S 0.987702 -0.714711 1.736238 0.48 0.14 0.64
O 2.075120 0.233888 2.070519 -0.15 -0.20 0.00
C -0.497916 -0.279136 2.681847 0.00 0.08 -0.08
C -0.172350 0.731037 3.782336 0.02 0.09 -0.06
C -0.236446 2.167589 3.265212 0.00 -0.05 0.01
H 3.153969 -1.900635 5.377260 0.00 -0.01 -0.02
H 3.094846 -0.772071 4.011667 -0.01 -0.08 0.02
H 3.801799 -2.375875 3.806658 -0.02 0.03 0.01
H 0.844320 -1.883447 4.473749 0.01 -0.02 -0.01
H 1.590020 -3.440060 4.207703 -0.03 -0.01 0.05
H 0.423471 -2.906339 2.169726 0.04 -0.03 -0.04
H 2.150715 -2.736497 1.825160 0.03 0.00 0.03
H -0.928128 -1.213274 3.042453 0.04 0.03 0.02
H -1.186185 0.143938 1.951389 -0.05 -0.01 0.05
H 0.824039 0.542808 4.187312 -0.05 -0.04 0.02
H -0.885401 0.582083 4.595430 -0.03 0.02 0.00
H 0.488161 2.319327 2.462470 -0.04 -0.01 0.03
H -0.013925 2.879771 4.061309 -0.01 -0.02 -0.02
H -1.231540 2.395263 2.873113 0.04 -0.01 0.01
C -1.603203 -0.172358 -3.595352 -0.04 0.02 0.01
C -0.263794 -0.920539 -3.660736 -0.03 0.06 0.02
C -0.420411 -2.219836 -4.463352 0.05 -0.04 0.11
C 0.810891 -0.025838 -4.296758 0.05 0.00 0.04
N 0.135264 -1.235661 -2.333139 -0.06 -0.13 -0.41
H -1.960515 0.030031 -4.607787 0.01 0.01 0.03
H -1.482213 0.773037 -3.063388 -0.02 -0.04 -0.04
H -2.348557 -0.771005 -3.067284 0.02 0.03 -0.05
H -0.720261 -1.987143 -5.486859 0.00 -0.01 0.03
H -1.180812 -2.856299 -4.007367 0.03 0.02 -0.03
H 0.523683 -2.767918 -4.487979 -0.04 0.01 -0.02
H 0.545392 0.182288 -5.335499 0.02 0.02 0.03
H 1.784139 -0.521320 -4.274864 -0.04 0.02 -0.03
H 0.888916 0.919577 -3.755137 0.00 -0.03 -0.03
```
Forces are in eV/Å.

Its spin multiplicity is 6. Its relative energy (zero: lowest compared OMol25 entry of this formula, charge and spin) is 17.1 kcal/mol. As for the expectation value of S²: 8.8345. Its total charge is 0.

Results of the natural (NBO) charge analysis, in e, for atoms 1 through 6:
1 Ru 0.872
2 Br 0.029
3 C -0.136
4 C -0.239
5 C -0.253
6 C 0.324

***

A structure of composition C26H33BrNSn in a non-equilibrium geometry, computed with the ωB97M-V functional and the def2-TZVPD basis.

```
62
Properties=species:S:1:pos:R:3:forces:R:3
C 1.451802 -3.078018 0.308099 0.06 0.30 -0.18
C 2.407884 -2.377996 -0.484657 -0.69 0.26 -1.57
C 1.924241 -2.343628 -1.811024 1.48 0.49 1.96
C 0.656144 -3.006409 -1.842839 -1.40 -1.16 2.02
C 0.367600 -3.459604 -0.533935 -0.13 0.63 -1.83
Sn -0.297216 0.030487 0.817733 0.83 -0.96 -0.83
C -2.658610 2.221488 -0.349703 -2.84 -0.34 -0.04
C -2.722551 1.715461 0.956422 0.43 -0.80 0.12
H -2.887788 2.395053 1.795320 0.54 0.17 -0.24
C -2.496322 0.344251 1.323152 -0.91 0.24 0.16
H -2.958957 -0.479491 0.754577 0.39 0.45 0.08
H -2.478502 0.133426 2.399523 -0.33 0.09 -0.34
C -3.095316 3.657821 -0.553188 -0.08 0.18 -0.13
H -2.606023 4.304138 0.183037 -0.12 0.05 -0.14
H -2.827673 3.991686 -1.558670 -0.12 -0.02 0.26
H -4.177801 3.817566 -0.477193 0.11 -0.39 0.23
C -2.968616 1.274011 -1.492348 0.24 -0.51 -0.08
H -2.385321 0.348712 -1.402711 0.00 0.28 -0.19
H -4.004486 0.908906 -1.514040 -0.03 0.55 0.25
H -2.751830 1.742687 -2.457005 0.06 -0.15 0.13
C 3.648612 -1.733417 -0.013813 0.62 0.16 0.04
H 3.675217 -1.679547 1.077593 0.11 0.07 -0.11
H 4.536242 -2.291015 -0.339627 -0.01 0.13 0.12
H 3.741197 -0.717178 -0.418599 0.06 -0.12 0.15
C 2.614370 -1.688573 -2.944317 0.42 0.00 -0.61
H 2.515983 -0.587588 -2.937260 0.12 -0.40 0.02
H 3.690812 -1.910220 -2.905914 -0.24 0.12 -0.06
H 2.238806 -2.051793 -3.912832 0.10 0.15 0.26
C -0.215450 -3.178908 -3.026355 -0.24 0.00 -0.42
H -0.086046 -2.348818 -3.737369 -0.10 -0.24 0.13
H 0.013716 -4.112756 -3.570634 -0.09 0.30 0.15
H -1.273744 -3.220536 -2.725921 0.31 -0.03 -0.19
C -0.851309 -4.189644 -0.112091 -0.36 -0.52 0.06
H -1.732401 -3.859119 -0.680922 0.16 -0.10 0.20
H -0.743987 -5.272618 -0.290027 -0.15 0.24 0.11
H -1.059043 -4.057101 0.958850 -0.02 -0.02 -0.28
C 1.558585 -3.360392 1.759154 0.06 -0.17 0.60
H 0.569329 -3.450396 2.244312 0.42 0.02 -0.26
H 2.090414 -4.316614 1.934167 -0.22 0.33 -0.08
H 2.137660 -2.587659 2.294889 -0.18 -0.27 -0.25
C -0.129879 1.330444 -0.982129 0.60 -1.16 0.52
C -0.636874 2.612207 -0.815898 1.84 1.18 1.02
C 0.353254 0.896987 -2.222530 -0.10 0.22 -0.53
C -0.527134 3.558985 -1.871703 0.18 0.03 -0.07
H -0.626993 2.908340 0.256371 -0.25 0.58 -1.29
C 0.433644 1.801885 -3.296799 0.03 0.06 0.56
H 0.698098 -0.129450 -2.388397 -0.25 0.45 0.32
C 0.011730 3.140992 -3.088261 -0.44 0.07 0.00
H -0.884828 4.598059 -1.702405 0.60 -0.87 -0.36
H 0.882367 1.470735 -4.255729 -0.45 0.40 0.71
H 0.074470 3.875854 -3.893672 0.09 -0.32 0.16
Br 1.710852 -0.418838 6.402833 -0.19 0.41 -0.42
C 1.095090 0.800912 5.076729 0.09 -0.17 -0.18
C 0.887789 2.147165 5.370669 -0.04 -0.08 -0.48
C 0.427643 2.983851 4.356637 -0.01 -0.24 -0.57
C 0.196843 2.453066 3.080424 0.05 -0.27 0.34
N 0.411568 1.147908 2.788912 0.12 0.59 1.05
C 0.865755 0.332216 3.787145 -0.37 0.76 -0.52
H 1.103161 2.523646 6.357355 -0.06 0.06 0.12
H 0.250875 4.048492 4.509997 0.07 -0.35 0.11
H -0.191391 3.099302 2.280938 0.28 -0.42 0.35
H 1.034311 -0.709387 3.535683 -0.06 0.07 -0.07
```
Forces are in eV/Å.

Its spin multiplicity is 1. Its relative energy (zero: lowest compared OMol25 entry of this formula, charge and spin) is 0.0 kcal/mol. Its total charge is +1.

Results of the natural (NBO) charge analysis, in e, for atoms 1 through 6:
1 C 0.135
2 C -0.081
3 C 0.020
4 C 0.034
5 C -0.146
6 Sn 1.317